18
Properties=species:S:1:pos:R:3:lowdin_charge:R:1 method="wB97M-V/def2-TZVPD" multiplicity=1 relative_energy_kj_mol=30.6 homo_ha=-0.09400 gap_ev=6.005 total_charge=-1
C 1.67 1.99 1.29 -0.114
C 0.66 1.09 0.65 -0.186
C 1.00 -0.41 0.62 -0.499
O 2.11 -0.89 0.81 0.011
N -0.07 -1.22 0.35 0.050
C -1.33 -0.80 -0.35 -0.322
C -1.40 -1.44 -1.72 -0.743
S -2.72 -0.57 -2.71 0.034
H 1.55 1.98 2.38 0.073
H 1.48 3.03 1.01 0.067
H 2.69 1.72 1.05 0.069
H -0.34 1.26 1.02 0.107
H 0.61 1.25 -0.44 0.128
H 0.15 -2.20 0.24 0.129
H -1.47 0.27 -0.46 0.056
H -2.19 -1.09 0.25 0.098
H -1.87 -2.43 -1.64 0.014
H -0.53 -1.51 -2.36 0.028

***

99
Properties=species:S:1:pos:R:3:lowdin_charge:R:1 method="wB97M-V/def2-TZVPD" multiplicity=1 relative_energy_kj_mol=87.6 homo_ha="-0.37973 / -0.37693" gap_ev="5.608 / 5.821" total_charge=+1
O -1.37 3.02 -1.45 -0.266
O -0.70 1.60 -3.27 -0.163
C -2.42 3.79 -0.86 -0.240
C -2.60 3.59 0.63 -0.057
H -3.32 3.47 -1.40 0.116
H -2.22 4.83 -1.11 0.123
H -2.71 2.54 0.90 0.082
H -3.49 4.12 0.97 0.091
H -1.76 4.01 1.19 0.060
C -0.04 3.14 -0.86 -0.233
C 0.69 4.29 -1.50 -0.058
H 0.49 2.20 -1.05 0.095
H -0.11 3.23 0.24 0.113
H 0.60 4.26 -2.60 0.071
H 1.76 4.24 -1.24 0.093
H 0.28 5.24 -1.12 0.089
C 0.34 0.98 -4.10 -0.155
C -1.86 2.10 -4.09 -0.143
C 1.68 1.27 -3.50 -0.041
H 0.21 1.42 -5.10 0.137
H 0.09 -0.08 -4.14 0.112
H 1.83 2.33 -3.29 0.084
H 2.44 0.96 -4.23 0.102
H 1.86 0.67 -2.59 0.054
C -1.53 3.51 -4.50 -0.045
H -2.78 2.05 -3.50 0.110
H -1.96 1.42 -4.97 0.136
H -1.41 4.12 -3.59 0.075
H -2.32 3.94 -5.13 0.102
H -0.59 3.52 -5.07 0.095
H -0.95 1.32 -2.27 0.072
N 1.14 -0.67 3.25 0.106
C 1.72 -1.55 4.03 -0.301
C 2.21 -2.78 3.56 0.058
C 2.28 -3.20 2.23 -0.290
C 1.87 -1.33 5.54 -0.002
H 1.80 -0.25 5.80 0.094
H 2.85 -1.74 5.85 0.090
H 1.06 -1.90 6.05 0.099
C 3.00 -4.52 2.02 -0.011
H 3.28 -4.68 0.98 0.093
H 2.37 -5.35 2.36 0.094
H 3.91 -4.53 2.64 0.091
N 1.78 -2.53 1.23 0.096
C 0.95 0.70 3.46 -0.221
C -0.32 1.20 3.87 -0.226
C -1.38 0.25 4.35 -0.039
C -0.58 2.56 3.79 -0.054
H -1.56 2.92 4.09 0.115
C 0.41 3.45 3.34 -0.087
H 0.20 4.50 3.28 0.099
C 1.67 2.96 2.98 -0.058
H 2.45 3.64 2.64 0.112
C 1.97 1.61 3.05 -0.212
C 3.33 1.09 2.72 -0.034
C 1.68 -2.84 -0.11 -0.249
C 0.82 -3.88 -0.58 -0.221
C 0.21 -4.86 0.36 -0.042
C 0.51 -3.94 -1.94 -0.052
H -0.19 -4.72 -2.27 0.129
C 1.06 -3.04 -2.84 -0.093
H 0.81 -3.12 -3.91 0.112
C 1.94 -2.05 -2.40 -0.060
H 2.42 -1.38 -3.12 0.105
C 2.22 -1.91 -1.05 -0.223
C 3.03 -0.75 -0.53 -0.046
Tl -0.69 -1.25 1.11 1.035
H -1.96 -0.19 3.52 0.054
H -2.09 0.78 4.99 0.092
H -0.96 -0.59 4.93 0.073
H 3.28 0.20 2.08 0.050
H 3.90 0.82 3.62 0.095
H 3.89 1.87 2.19 0.085
H -0.54 -5.46 -0.18 0.091
H -0.32 -4.39 1.21 0.039
H 0.95 -5.56 0.77 0.077
H 3.79 -1.09 0.19 0.088
H 2.39 -0.01 -0.01 0.076
H 3.54 -0.24 -1.35 0.084
H 2.60 -3.46 4.32 0.133
C -1.17 0.21 -1.19 -0.227
Si -2.57 -0.87 -1.86 0.432
H -0.15 -0.17 -1.16 -0.025
H -1.40 0.84 -0.33 -0.028
C -4.14 0.14 -1.96 -0.158
C -2.94 -2.43 -0.86 -0.209
C -2.08 -1.53 -3.55 -0.161
H -2.73 -2.39 -3.76 0.052
H -1.03 -1.87 -3.57 0.001
H -2.22 -0.79 -4.36 0.027
H -4.80 -0.13 -1.11 0.048
H -4.67 -0.11 -2.89 0.046
H -3.97 1.23 -1.94 0.011
H -3.24 -2.22 0.18 0.018
H -2.09 -3.13 -0.83 0.018
H -3.78 -2.98 -1.33 0.055
O -1.08 -3.36 4.87 0.023
C -1.27 -3.22 3.68 -0.531
N -1.48 -3.09 2.48 -0.053

***

79
Properties=species:S:1:pos:R:3:lowdin_charge:R:1 method="wB97M-V/def2-TZVPD" multiplicity=1 relative_energy_kj_mol=0.0 homo_ha=-0.50190 gap_ev=7.351 total_charge=+2
Ga 1.14 -0.80 -0.39 0.217
C 3.81 -0.13 3.35 -0.495
C 2.36 -0.57 3.54 -0.431
S 1.55 -1.45 2.17 0.914
C 2.60 -2.87 1.85 -0.459
C 3.77 -2.66 0.88 -0.426
S 3.56 -1.46 -0.47 1.000
C 4.50 -0.01 0.11 -0.425
C 3.69 1.11 0.78 -0.556
S 4.09 1.44 2.51 0.932
H 4.42 -0.91 2.92 0.061
H 4.22 0.08 4.34 0.089
H 1.71 0.27 3.75 0.060
H 2.28 -1.27 4.37 0.095
H 1.92 -3.62 1.46 0.073
H 2.98 -3.22 2.81 0.107
H 3.97 -3.60 0.37 0.095
H 4.68 -2.37 1.39 0.078
H 4.99 0.36 -0.79 0.092
H 5.29 -0.39 0.76 0.083
H 2.62 0.92 0.69 -0.025
H 3.90 2.06 0.29 0.078
Cl -0.67 -4.73 -6.21 0.736
C -0.24 -3.58 -5.00 -0.655
C 0.04 -2.25 -5.38 -0.029
C 0.40 -1.30 -4.46 0.032
C 0.49 -1.63 -3.10 -0.282
O 0.76 -0.70 -2.22 -0.146
C 0.23 -2.98 -2.72 -0.116
C 0.39 -3.41 -1.40 -0.088
O 0.74 -2.72 -0.39 -0.120
C -0.15 -3.94 -3.69 -0.030
H -0.03 -1.99 -6.43 0.126
H 0.61 -0.28 -4.76 0.134
H 0.22 -4.47 -1.19 0.160
H -0.37 -4.95 -3.38 0.129
C 1.25 2.83 -1.53 -0.043
C -0.06 3.48 -1.16 -0.291
C -0.27 4.83 -1.41 -0.024
C -1.46 5.45 -1.04 -0.040
C -2.47 4.73 -0.42 -0.052
C -2.28 3.38 -0.15 -0.114
C -1.08 2.77 -0.52 -0.318
Sb -0.97 0.75 0.05 1.654
C -1.54 0.88 2.07 -0.316
C -2.76 0.32 2.46 -0.108
C -3.18 0.45 3.78 -0.052
C -2.39 1.12 4.69 -0.042
C -1.20 1.72 4.28 -0.027
C -0.76 1.62 2.97 -0.308
C 0.46 2.38 2.53 -0.063
C -2.48 -0.23 -1.04 -0.305
C -2.99 0.48 -2.13 -0.106
C -3.99 -0.09 -2.90 -0.055
C -4.46 -1.36 -2.59 -0.042
C -3.93 -2.06 -1.52 -0.028
C -2.92 -1.51 -0.72 -0.298
C -2.38 -2.34 0.42 -0.054
H 1.79 3.43 -2.26 0.095
H 1.10 1.84 -1.96 0.051
H 1.89 2.74 -0.65 0.064
H 0.50 5.41 -1.90 0.123
H -1.60 6.50 -1.25 0.120
H -3.39 5.21 -0.13 0.118
H -3.06 2.81 0.34 0.110
H -3.39 -0.18 1.74 0.095
H -4.13 0.02 4.08 0.118
H -2.70 1.20 5.72 0.119
H -0.62 2.28 5.00 0.125
H 1.15 2.55 3.35 0.079
H 0.18 3.36 2.13 0.103
H 1.01 1.85 1.74 0.022
H -2.63 1.47 -2.37 0.099
H -4.40 0.46 -3.74 0.117
H -5.25 -1.80 -3.19 0.119
H -4.31 -3.05 -1.29 0.127
H -2.08 -3.32 0.07 0.086
H -3.15 -2.49 1.18 0.099
H -1.52 -1.88 0.92 0.034

***

9
Properties=species:S:1:pos:R:3:lowdin_charge:R:1 method="wB97M-V/def2-TZVPD" multiplicity=1 relative_energy_kj_mol=407.1 homo_ha=-0.45810 gap_ev=12.747 total_charge=0
F 2.09 1.13 0.95 0.001
O 0.97 0.30 1.10 0.091
C 0.55 0.12 -0.13 -0.363
F 1.24 -0.88 -0.72 0.077
C -1.03 -0.22 -0.01 -0.256
F -1.17 -1.58 0.22 0.053
F -1.65 0.02 -1.17 0.088
H 0.56 0.86 -0.96 0.182
H -1.55 0.26 0.72 0.128

***

58
Properties=species:S:1:pos:R:3:lowdin_charge:R:1 method="wB97M-V/def2-TZVPD" multiplicity=1 relative_energy_kj_mol=0.0 homo_ha=-0.50213 gap_ev=7.006 total_charge=+2
Ru -0.97 -1.49 2.54 0.695
C 2.34 -2.81 4.93 0.008
C 1.08 -2.64 4.15 -0.223
N 0.73 -1.53 3.60 -0.158
N 1.56 -0.44 3.69 0.055
C 1.10 0.66 3.19 -0.598
N 1.83 1.78 3.16 0.162
S -0.64 0.80 2.63 1.034
C 0.15 -3.77 3.89 -0.190
C 0.33 -5.03 4.42 0.030
C -0.58 -6.03 4.13 0.000
C -1.64 -5.75 3.30 -0.011
C -1.77 -4.47 2.79 -0.095
N -0.91 -3.49 3.07 -0.056
H 2.70 -1.85 5.27 0.083
H 3.11 -3.25 4.29 0.116
H 2.19 -3.46 5.79 0.091
H 2.79 1.74 3.46 0.140
H 1.49 2.61 2.71 0.115
H 1.18 -5.23 5.07 0.124
H -0.45 -7.02 4.54 0.131
H -2.37 -6.50 3.04 0.126
H -2.58 -4.21 2.12 0.110
N -2.72 -1.45 1.20 -0.041
N -2.41 -1.95 -0.09 -0.022
C -1.14 -2.04 -0.49 -0.761
N -0.91 -2.31 -1.77 0.154
S 0.16 -1.86 0.58 0.805
H -3.51 -1.99 1.56 0.120
H -3.01 -0.48 1.10 0.105
H -3.16 -1.90 -0.77 0.170
H -1.64 -2.42 -2.45 0.135
H 0.04 -2.43 -2.09 0.125
C 0.32 3.44 -5.72 -0.058
C 0.85 3.85 -4.35 -0.558
C 2.37 3.64 -4.34 -0.048
C 0.54 5.33 -4.11 -0.031
C 0.18 3.05 -3.22 -0.142
C -1.06 2.43 -3.40 0.002
C -1.72 1.74 -2.39 0.024
C -1.09 1.69 -1.18 -0.177
O -1.50 1.08 0.02 0.110
B -0.48 1.39 0.89 -0.904
O 0.53 2.11 0.36 0.183
C 0.13 2.31 -0.98 -0.145
C 0.79 2.98 -1.97 0.085
H 0.88 3.97 -6.50 0.093
H -0.73 3.71 -5.86 0.082
H 0.43 2.37 -5.90 0.095
H 2.81 4.15 -5.19 0.093
H 2.62 2.58 -4.42 0.095
H 2.84 4.04 -3.45 0.076
H 1.00 5.94 -4.89 0.095
H 0.93 5.67 -3.15 0.088
H -0.53 5.52 -4.12 0.093
H -1.54 2.49 -4.37 0.111
H -2.69 1.30 -2.56 0.124
H 1.75 3.45 -1.76 0.133

***

25
Properties=species:S:1:pos:R:3:lowdin_charge:R:1 method="wB97M-V/def2-TZVPD" multiplicity=1 relative_energy_kj_mol=221.1 homo_ha=-0.31612 gap_ev=9.336 total_charge=0
C 0.64 -1.62 -1.75 -0.122
C 0.64 -0.44 -0.78 -0.467
C 1.95 -0.28 -0.09 -0.084
C -0.45 -0.83 0.24 -0.175
C -1.23 0.33 0.99 -0.404
C -0.73 0.55 2.50 -0.050
N -2.61 -0.01 1.07 -0.017
H 1.54 -1.41 -2.43 0.094
H 0.06 -1.64 -2.71 0.074
H 0.48 -2.63 -1.22 0.110
H 0.35 0.48 -1.34 0.119
H 2.55 0.61 -0.35 0.084
H 2.51 -1.19 -0.38 0.082
H 1.88 -0.27 1.00 0.068
H -0.10 -1.67 0.87 0.119
H -1.21 -1.55 -0.22 0.113
H -1.19 1.25 0.41 0.124
H -1.00 1.58 2.79 0.077
H 0.33 0.58 2.53 0.038
H -1.04 -0.13 3.26 0.064
H -3.24 0.37 0.33 0.087
H -3.02 -0.11 2.02 0.082
O 1.16 3.00 -2.08 -0.026
H 0.27 2.88 -2.55 0.088
H 1.46 2.17 -2.13 -0.078

***

20
Properties=species:S:1:pos:R:3:lowdin_charge:R:1 method="wB97M-V/def2-TZVPD" multiplicity=2 homo_ha="-0.59801 / -0.60123" gap_ev="8.286 / 6.730" s2=0.757 total_charge=+2
O 1.86 -2.96 -0.13 -0.429
P 2.38 -1.53 -0.15 0.819
C 1.08 -0.31 -0.01 -0.321
C -0.21 -0.64 -0.50 -0.078
C -1.22 0.29 -0.47 -0.337
P -2.89 -0.01 -1.08 0.611
O -3.80 -0.65 0.04 -0.246
I -2.91 -1.54 -2.89 0.792
C -0.95 1.58 0.06 -0.394
N -1.80 2.60 0.18 -0.224
S -0.99 3.80 0.84 1.164
N 0.44 3.13 1.02 -0.176
C 0.33 1.88 0.55 -0.347
C 1.37 0.93 0.51 0.039
H 3.27 -1.32 0.93 0.039
H 3.07 -1.23 -1.34 0.063
H -0.41 -1.62 -0.91 0.088
H -3.75 -0.16 0.89 0.112
H 2.36 1.17 0.87 0.134
Cu 2.77 -3.42 1.58 0.692

***

21
Properties=species:S:1:pos:R:3:lowdin_charge:R:1 method="wB97M-V/def2-TZVPD" multiplicity=1 relative_energy_kj_mol=328.9 homo_ha=-0.31577 gap_ev=9.315 total_charge=0
C 1.69 -0.39 0.85 -0.045
N 0.75 0.70 0.72 -0.141
C 1.34 2.03 0.67 -0.036
C -0.51 0.57 0.19 -0.472
O -1.25 1.51 -0.07 0.044
N -1.18 -0.79 0.46 -0.052
N -2.60 -0.73 0.53 0.046
H 1.24 -1.37 0.79 0.071
H 2.19 -0.32 1.83 0.095
H 2.44 -0.34 0.06 0.099
H 0.56 2.77 0.53 0.086
H 2.06 2.12 -0.14 0.095
H 1.84 2.24 1.62 0.093
H -0.83 -1.33 1.25 0.131
H -2.98 -1.12 -0.34 0.083
H -2.86 0.25 0.55 0.078
C -0.36 -0.66 -2.11 0.001
C -0.46 -1.70 -1.26 -0.362
O -0.03 -2.75 -0.91 0.078
H 0.02 -0.84 -3.10 0.060
H -1.07 0.14 -2.11 0.047

***

17
Properties=species:S:1:pos:R:3:lowdin_charge:R:1 method="wB97M-V/def2-TZVPD" multiplicity=1 relative_energy_kj_mol=278.9 homo_ha="-0.34717 / -0.34716" gap_ev="8.453 / 8.452" total_charge=0
C 1.11 0.39 -0.49 -0.164
C 0.39 -0.94 -0.12 -0.246
C 0.02 1.45 -0.60 -0.071
C -0.45 -0.74 1.15 -0.796
C -1.31 0.53 0.95 -0.564
N -0.03 2.72 -0.03 -0.456
O 0.49 2.98 1.03 0.060
O -0.76 3.52 -0.57 0.066
Cl 0.51 -0.50 2.59 0.679
I -3.25 0.15 0.12 0.812
H 1.77 0.48 0.52 0.130
H 1.75 0.14 -1.43 0.147
H -0.18 -1.22 -0.92 0.075
H 1.22 -1.69 0.06 0.134
H -0.46 1.29 -1.51 0.108
H -0.99 -1.57 1.43 0.047
H -1.39 1.35 1.67 0.038

***

65
Properties=species:S:1:pos:R:3:lowdin_charge:R:1 method="wB97M-V/def2-TZVPD" multiplicity=1 relative_energy_kj_mol=5.5 homo_ha=-0.28964 gap_ev=8.450 total_charge=0
C 0.72 -3.79 1.26 -0.062
O 0.09 -3.56 0.02 -0.112
C 0.50 -2.49 -0.74 -0.202
C 1.33 -1.50 -0.26 -0.006
C 1.73 -0.43 -1.04 -0.029
C 1.32 -0.34 -2.36 -0.223
C 1.72 0.79 -3.28 -0.127
C 3.06 1.46 -2.96 -0.165
N 2.93 2.49 -1.97 0.076
C 3.83 2.71 -0.99 -0.504
O 4.80 2.03 -0.78 0.069
C 3.51 3.97 -0.16 -0.099
O 2.14 4.28 -0.11 -0.057
C 1.33 3.46 0.64 -0.263
C 1.76 2.36 1.37 0.001
C 0.85 1.61 2.10 -0.008
C -0.51 1.91 2.08 -0.286
N -1.40 1.11 2.81 -0.209
C -2.74 1.61 3.06 -0.085
S -1.37 -0.56 2.64 0.707
O -0.01 -1.01 2.66 -0.292
O -2.25 -1.10 3.64 -0.280
C -2.08 -0.89 1.03 -0.257
C -3.04 -1.87 0.92 -0.043
C -3.60 -2.14 -0.32 -0.030
C -3.21 -1.43 -1.44 -0.262
C -3.78 -1.73 -2.79 -0.033
C -2.24 -0.43 -1.30 -0.024
C -1.67 -0.17 -0.08 -0.042
C -0.93 3.03 1.36 -0.023
C -0.02 3.79 0.65 0.005
C 0.48 -1.33 -2.85 0.020
C 0.05 -2.40 -2.07 -0.203
O -0.80 -3.25 -2.72 -0.088
C -1.22 -4.46 -2.14 -0.071
H 0.50 -2.99 1.98 0.062
H 1.80 -3.89 1.14 0.102
H 0.30 -4.72 1.63 0.098
H 1.66 -1.53 0.77 0.104
H 2.38 0.32 -0.61 0.097
H 1.77 0.39 -4.30 0.116
H 0.94 1.55 -3.27 0.118
H 3.46 1.90 -3.88 0.124
H 3.78 0.73 -2.59 0.127
H 2.17 3.15 -2.07 0.145
H 3.98 4.83 -0.66 0.142
H 3.96 3.87 0.83 0.136
H 2.80 2.07 1.39 0.116
H 1.19 0.76 2.66 0.105
H -3.20 0.92 3.76 0.082
H -3.35 1.65 2.15 0.095
H -2.69 2.60 3.51 0.102
H -3.34 -2.40 1.81 0.115
H -4.34 -2.92 -0.41 0.116
H -4.65 -2.37 -2.71 0.079
H -4.05 -0.81 -3.31 0.084
H -3.02 -2.24 -3.39 0.077
H -1.93 0.13 -2.17 0.121
H -0.90 0.58 0.02 0.107
H -1.97 3.30 1.33 0.107
H -0.35 4.66 0.10 0.120
H 0.13 -1.30 -3.87 0.130
H -1.85 -4.94 -2.89 0.095
H -0.38 -5.11 -1.90 0.098
H -1.81 -4.28 -1.23 0.084

***

56
Properties=species:S:1:pos:R:3:lowdin_charge:R:1 method="wB97M-V/def2-TZVPD" multiplicity=1 homo_ha=0.07206 gap_ev=3.753 total_charge=-3
Zn 0.48 -0.45 -0.08 0.530
S 3.16 -2.28 -0.34 0.238
O 4.17 -1.24 -0.42 -0.336
O 1.85 -1.67 -0.66 -0.388
O 3.53 -3.27 -1.30 -0.379
O 3.07 -2.82 1.07 -0.390
S 2.45 0.40 2.31 0.215
O 1.18 -0.16 1.75 -0.411
O 3.19 -0.78 2.76 -0.387
O 3.22 1.05 1.29 -0.357
O 2.14 1.34 3.40 -0.424
C -3.00 -0.61 -2.90 -0.672
F -3.70 -0.32 -3.98 0.127
F -3.45 0.00 -1.82 0.123
F -3.09 -1.92 -2.69 0.102
S -1.09 -0.21 -3.15 0.565
O -0.64 -1.27 -4.03 -0.316
O -1.10 1.18 -3.75 -0.375
O -0.49 -0.27 -1.81 -0.320
C 2.86 0.73 -2.72 -0.257
C 2.18 1.81 -1.83 -0.179
O 1.64 1.04 -0.80 -0.167
O 4.10 0.36 -2.22 -0.079
H 3.01 1.05 -3.75 0.090
H 2.23 -0.15 -2.86 0.111
H 1.25 2.17 -2.28 0.098
H 2.75 2.60 -1.33 0.126
H 2.34 1.14 -0.15 0.018
H 4.01 -0.24 -1.49 -0.047
C -1.17 -3.25 -0.14 -0.112
C -0.59 -4.47 0.59 -0.318
O 0.75 -4.51 0.72 -0.007
O -0.74 -1.96 0.53 -0.111
H -2.23 -3.05 -0.32 0.109
H -0.64 -3.21 -1.10 0.124
H -0.94 -5.46 0.32 0.106
H -1.11 -4.41 1.55 0.093
H 1.08 -3.71 0.30 0.048
H -1.05 -2.05 1.44 0.103
C -2.86 2.40 0.34 -0.045
C -1.36 2.31 0.68 -0.373
C -0.89 3.06 1.91 -0.145
O -1.05 2.38 3.23 -0.169
C -2.41 2.35 3.75 -0.124
N -0.97 0.89 0.75 0.051
H -3.11 2.22 -0.70 0.066
H -3.17 3.44 0.48 0.062
H -3.38 1.77 1.07 0.069
H -0.68 2.81 -0.02 0.140
H -1.21 4.10 1.89 0.113
H 0.20 3.08 1.98 0.129
H -3.14 3.14 3.56 0.071
H -2.34 2.25 4.84 0.065
H -2.92 1.40 3.60 0.064
H -1.86 0.43 0.91 0.077
H -0.47 0.86 1.62 0.060

***

8
Properties=species:S:1:pos:R:3:lowdin_charge:R:1 method="wB97M-V/def2-TZVPD" multiplicity=1 relative_energy_kj_mol=188.1 homo_ha="-0.18139 / -0.18136" gap_ev="9.353 / 9.352" total_charge=-1
C 0.83 -0.19 -1.06 -0.828
N 0.40 -0.70 0.25 0.149
O 1.07 -1.08 -1.88 -0.034
O 0.83 1.03 -1.21 -0.043
O -1.25 1.22 0.50 -0.203
O -0.30 0.58 1.29 -0.204
H -0.33 -1.32 0.01 0.051
H -0.55 1.37 -0.35 0.113

***

| no. | maximum force (eV Å⁻¹) |
| --- | --- |
| 1 | 2.7 |
| 2 | 2.6 |
| 3 | 0.6 |
| 4 | 4.5 |
| 5 | 0.6 |
| 6 | 6.2 |
| 7 | 0.9 |
| 8 | 3.5 |
| 9 | 5.2 |
| 10 | 1.3 |
| 11 | 5.5 |
| 12 | 4.0 |